Formula: C3H10N2
Source: the Open Molecules 2025 dataset
Level of theory: ωB97M-V/def2-TZVPD

Geometry (Å):
N 0.0234 0.6974 1.3737
N -0.5141 1.2894 -1.4004
C 0.2228 -0.5503 1.8300
C 0.0844 -1.8343 1.3951
C 0.2828 0.1602 -1.8577
H 1.2688 0.0908 -1.3785
H -0.3026 2.2709 -1.4874
H -0.3880 0.8984 0.4444
H -0.1386 -2.6413 2.0807
H -1.4656 1.2702 -1.7392
H -0.0798 1.4603 2.0094
H 0.5859 0.4027 -2.8969
H 0.3950 -0.6117 2.9018
H 0.2655 -2.1328 0.3680
H -0.2401 -0.7700 -1.6431

Forces on atoms 1 to 3 (eV/Å):
0.2 0.6 -1.8
-1.8 0.2 1.1
-1.0 -2.1 2.2

For the HOMO-LUMO gap, the calculation gives 8.371 eV. Its calculated total energy is -6251.592 eV. The value obtained for the HOMO energy is -7.4 eV. Its SMILES is C=CN.CN. The energy above the lowest of the compared OMol25 structures with the same formula, charge and spin is 177.2 kJ/mol. As for the net charge: 0.

Formula: C3H10N2
Source: the Open Molecules 2025 dataset
Level of theory: ωB97M-V/def2-TZVPD

Geometry (Å):
N 0.7645 0.4772 1.9521
N -2.5280 -0.0734 -2.4540
C 2.1246 0.9620 1.7351
C 0.5979 -0.9012 1.4929
C -1.4816 -0.4817 -3.0061
H 2.4716 1.0631 0.6978
H 2.3426 1.8878 2.2658
H -2.3508 0.7402 -1.8622
H 0.3780 -1.0651 0.4338
H -1.3836 -1.4597 -3.5000
H 2.8067 0.1976 2.1297
H -0.1698 -1.4497 2.0410
H 1.5573 -1.3957 1.6634
H -0.4580 -0.0753 -3.0059
H 0.1813 1.0652 1.3671

Forces on atoms 1 to 3 (eV/Å):
-0.1 0.4 -0.9
-0.2 -0.1 0.5
0.9 -0.8 0.3

For the HOMO-LUMO gap, the calculation gives 9.860 eV. Its calculated total energy is -6251.627 eV. The value obtained for the HOMO energy is -9.1 eV. Its SMILES is C=N.CNC. The energy above the lowest of the compared OMol25 structures with the same formula, charge and spin is 173.8 kJ/mol. As for the net charge: 0.

Formula: C3H10N2
Source: the Open Molecules 2025 dataset
Level of theory: ωB97M-V/def2-TZVPD

Geometry (Å):
N -0.8102 0.2760 2.2322
N 0.3016 -0.1610 -2.5229
C -0.4230 0.1096 -0.0871
C 0.0967 -0.3359 1.2375
C 0.7573 -0.0542 -1.1358
H -0.4856 -0.8447 -2.5082
H -0.5466 -0.0165 3.1742
H 0.2118 -1.3627 1.3399
H -0.8546 1.3159 2.0827
H 1.4579 0.8095 -1.0593
H 1.1647 -0.0167 1.3412
H -0.0324 0.7767 -2.7985
H -1.2558 -0.5636 -0.3659
H -0.7690 1.1337 0.0905
H 1.1870 -1.0661 -1.0205

Forces on atoms 1 to 3 (eV/Å):
0.4 0.0 0.0
-0.8 0.6 -0.2
1.4 -1.0 -1.0

For the HOMO-LUMO gap, the calculation gives 10.176 eV. Its calculated total energy is -6252.565 eV. The value obtained for the HOMO energy is -9.0 eV. Its SMILES is NCCCN. The energy above the lowest of the compared OMol25 structures with the same formula, charge and spin is 83.3 kJ/mol. As for the net charge: 0.

Formula: C3H10N2
Source: the Open Molecules 2025 dataset
Level of theory: ωB97M-V/def2-TZVPD

Geometry (Å):
N 1.5258 0.1994 1.6295
N -0.6832 -1.2660 -0.9647
C -1.8528 -1.5917 -1.7869
C 0.8568 2.1439 0.4194
C 0.5104 0.9588 0.9694
H -0.7643 -0.1371 -0.7828
H -0.7357 -1.7105 -0.0629
H 1.2151 -0.6249 2.0868
H 0.2120 2.8222 0.0202
H -2.1052 -2.6475 -1.6205
H -1.6206 -1.5301 -2.8433
H -0.5605 0.6734 1.1397
H 1.7885 2.4992 0.3090
H -2.6988 -0.9667 -1.6270
H 2.2843 0.0215 1.1162

Forces on atoms 1 to 3 (eV/Å):
-4.3 1.0 1.6
-0.5 4.2 -0.1
0.7 -1.4 -0.1

For the HOMO-LUMO gap, the calculation gives 9.392 eV. Its calculated total energy is -6251.362 eV. The value obtained for the HOMO energy is -8.4 eV. Its SMILES is C=CN.CN. The energy above the lowest of the compared OMol25 structures with the same formula, charge and spin is 199.4 kJ/mol. As for the net charge: 0.

Formula: C3H10N2O
Source: the Open Molecules 2025 dataset
Level of theory: ωB97M-V/def2-TZVPD

Geometry (Å):
O 1.5561 2.3501 -0.2695
N 1.0278 -0.5485 -0.2841
N -0.3164 0.7778 1.8057
C -1.1105 -1.4796 -1.1384
C -0.3677 -0.6437 -0.1415
C -0.9877 -0.0363 0.8641
H -2.0661 -0.1174 0.8907
H 2.4579 2.5063 -0.5786
H 0.3113 1.4527 1.3763
H -2.1598 -1.5076 -0.8470
H 1.4580 1.3853 -0.4222
H -1.0052 -1.1244 -2.1612
H -0.9774 1.2847 2.3775
H 1.5062 -0.5525 0.6178
H 1.3808 -1.2583 -0.9268
H -0.7073 -2.4885 -1.1627

Forces on atoms 1 to 3 (eV/Å):
0.1 -0.2 0.0
0.1 0.1 -0.3
-0.2 0.1 0.3

For the HOMO-LUMO gap (alpha / beta), the calculation gives 2.913 / 7.888 eV. Its calculated total energy is -8299.473 eV. The value obtained for the HOMO energy (alpha / beta) is 1.3 / -3.8 eV. As for the spin multiplicity: 2. The energy above the lowest of the compared OMol25 structures with the same formula, charge and spin is 18.4 kJ/mol. Its expectation value of S² is 0.75. As for the net charge: -1.

Formula: C3H10N2O
Source: the Open Molecules 2025 dataset
Level of theory: ωB97M-V/def2-TZVPD

Geometry (Å):
O -2.9108 -1.1088 3.0646
N 3.1941 2.4134 -0.8137
N -3.2635 -3.1736 -1.6925
C -2.1588 -0.4595 2.3983
C 3.2809 1.0471 -0.3168
C 2.0655 3.0621 -0.5506
H -2.2614 0.7089 2.4850
H -2.5729 -3.9631 -1.3633
H 3.8266 0.4811 -1.1156
H -2.8693 -2.8493 -0.8042
H -1.2984 -0.8684 1.8145
H 3.6086 0.8982 0.7081
H -4.0119 -3.4221 -2.3304
H 1.8693 3.8674 -1.3476
H 1.1697 2.8186 0.0861
H 2.3323 0.5478 -0.2219

Forces on atoms 1 to 3 (eV/Å):
0.2 -0.5 -0.4
-4.0 1.3 1.2
5.1 -2.6 1.6

For the HOMO-LUMO gap, the calculation gives 9.973 eV. Its calculated total energy is -8296.228 eV. The value obtained for the HOMO energy is -9.6 eV. Its SMILES is C=NC.C=O.N. The energy above the lowest of the compared OMol25 structures with the same formula, charge and spin is 509.0 kJ/mol. As for the net charge: 0.

Formula: C3H10N2O
Source: the Open Molecules 2025 dataset
Level of theory: ωB97M-V/def2-TZVPD

Geometry (Å):
O 1.3259 0.5513 1.1644
N -2.0681 0.4697 -0.3203
N 2.3660 0.1052 -0.4762
C -0.9669 -0.0428 0.4786
C 0.2928 0.8748 0.4158
C -0.6339 -1.4753 0.0865
H -1.8393 0.4779 -1.3085
H 0.2213 -1.8323 0.6589
H 0.0522 1.9555 0.4022
H 3.1698 -0.4930 -0.7352
H 2.7665 1.0497 -0.4712
H 0.7997 0.6338 -0.6629
H -1.2921 -0.0279 1.5243
H -2.3338 1.4089 -0.0474
H -1.4908 -2.1249 0.2638
H -0.3692 -1.5306 -0.9728

Forces on atoms 1 to 3 (eV/Å):
1.4 -0.7 -0.6
0.0 0.0 0.0
-0.3 0.2 0.5

For the HOMO-LUMO gap, the calculation gives 7.734 eV. Its calculated total energy is -8295.942 eV. The value obtained for the HOMO energy is -9.0 eV. The energy above the lowest of the compared OMol25 structures with the same formula, charge and spin is 536.6 kJ/mol. As for the net charge: 0.

Formula: C3H10N2O
Source: the Open Molecules 2025 dataset
Level of theory: ωB97M-V/def2-TZVPD

Geometry (Å):
O 1.2848 2.3392 0.9663
N 0.0624 0.6546 2.0010
N -0.4395 -1.5063 0.0333
C 0.1042 0.2827 -1.6119
C 0.3927 1.9335 1.6828
C 0.1252 -1.2457 -1.3245
H -1.4336 -1.6730 -0.0651
H 0.4789 0.4543 -2.6240
H -0.2951 0.6105 2.9437
H -0.2774 -0.1363 1.3877
H -0.5033 -1.7925 -2.0233
H -0.0396 -2.3375 0.4532
H 1.1283 -1.5908 -1.6131
H -0.9616 0.5490 -1.5228
H 0.6236 0.7470 -0.8015
H -0.2501 2.7111 2.1183

Forces on atoms 1 to 3 (eV/Å):
-0.3 -0.8 -0.3
-0.5 -1.2 0.5
0.8 -0.1 -0.2

For the HOMO-LUMO gap, the calculation gives 10.366 eV. Its calculated total energy is -8300.258 eV. The value obtained for the HOMO energy is -9.5 eV. Its SMILES is NC=O.CCN. The energy above the lowest of the compared OMol25 structures with the same formula, charge and spin is 120.2 kJ/mol. As for the net charge: 0.

Formula: C3H10N2O
Source: the Open Molecules 2025 dataset
Level of theory: ωB97M-V/def2-TZVPD

Geometry (Å):
O -0.2574 0.6637 -1.1130
N -0.4639 -1.8794 -0.3534
N 1.2172 -0.2989 0.5372
C 0.7801 1.0605 0.9769
C -0.4284 1.3750 0.0573
C -1.1966 -1.0261 -1.0668
H 1.6551 1.7025 0.8535
H 2.1605 -0.4815 0.8655
H 0.5293 -1.0600 0.7444
H 0.5586 1.0566 2.0460
H -0.3775 2.4540 -0.1462
H -1.3587 1.1698 0.6160
H -0.6846 -2.8009 -0.7299
H -1.1392 -1.0222 -2.1619
H -2.1007 -0.5964 -0.6217
H 1.1061 -0.3166 -0.5038

Forces on atoms 1 to 3 (eV/Å):
-1.1 -0.9 -0.1
-1.4 -0.9 0.1
1.0 0.8 0.8

For the HOMO-LUMO gap, the calculation gives 8.132 eV. Its calculated total energy is -8297.336 eV. The value obtained for the HOMO energy is -7.4 eV. Its SMILES is [NH3+]CC[O-].C=N. The energy above the lowest of the compared OMol25 structures with the same formula, charge and spin is 402.1 kJ/mol. As for the net charge: 0.

Formula: C3H10N2O
Source: the Open Molecules 2025 dataset
Level of theory: ωB97M-V/def2-TZVPD

Geometry (Å):
O -2.0889 1.8823 0.6325
N 0.1171 -0.0199 -1.1614
N 2.1037 -0.6854 0.2722
C 1.1345 -0.8387 -0.8381
C -0.9313 -0.0804 -0.1702
C -1.0036 0.9220 0.8724
H 3.0499 -0.3198 0.2489
H 1.7444 -0.9105 -1.8382
H 0.3261 0.9513 -1.3489
H 2.0617 -1.4720 0.8892
H -1.1231 -1.1474 0.3540
H -2.9131 1.5104 0.8576
H -0.1866 1.6624 0.8457
H -1.1002 0.4020 1.8221
H 0.6045 -1.8440 -0.5053
H -1.7950 -0.0124 -0.9326

Forces on atoms 1 to 3 (eV/Å):
1.7 0.2 0.0
-1.7 1.5 1.3
-0.8 0.6 0.8

For the HOMO-LUMO gap, the calculation gives 9.998 eV. Its calculated total energy is -8298.456 eV. The value obtained for the HOMO energy is -9.0 eV. Its SMILES is NCNCCO. The energy above the lowest of the compared OMol25 structures with the same formula, charge and spin is 294.1 kJ/mol. As for the net charge: 0.

Formula: C3H10N2O
Source: the Open Molecules 2025 dataset
Level of theory: ωB97M-V/def2-TZVPD

Geometry (Å):
O 0.8165 -0.9877 0.7527
N -1.0295 0.5654 0.8107
N -3.0540 0.0592 -0.2562
C 2.0048 -0.7431 0.0706
C 2.0073 0.5876 -0.6760
C -1.8834 -0.2638 0.3577
H 2.8683 -0.7390 0.7496
H -3.6458 -0.7101 -0.5469
H -1.6399 -1.3080 0.4676
H 1.2455 0.6224 -1.4564
H 0.2017 -0.0953 0.8889
H -1.2296 1.5327 0.5668
H 1.7870 1.3951 0.0174
H 2.1629 -1.5344 -0.6556
H 2.9626 0.7568 -1.1555
H -3.5744 0.8623 0.0648

Forces on atoms 1 to 3 (eV/Å):
-0.4 0.8 0.4
-0.9 1.0 -0.2
-0.7 -0.6 -0.1

For the HOMO-LUMO gap, the calculation gives 9.236 eV. Its calculated total energy is -8300.030 eV. The value obtained for the HOMO energy is -8.6 eV. Its SMILES is [H]/N=C\N.CCO. The energy above the lowest of the compared OMol25 structures with the same formula, charge and spin is 142.2 kJ/mol. As for the net charge: 0.

Formula: C3H10N2O
Source: the Open Molecules 2025 dataset
Level of theory: ωB97M-V/def2-TZVPD

Geometry (Å):
O -1.5654 -1.0576 -0.5274
N 0.3123 -1.1616 -1.9735
N -0.3583 0.6401 1.4459
C 0.6256 1.4771 0.9866
C 1.2383 2.4950 1.6141
C -0.4097 -1.7973 -0.8983
H -0.3184 -0.8748 -2.7113
H -0.9766 0.1914 0.7870
H 1.1983 2.4916 2.7002
H -0.4542 0.4135 2.4212
H 0.1508 -1.9318 0.0232
H -0.7620 -2.8043 -1.1792
H -2.0716 -0.9052 -1.3335
H 0.9348 1.2157 -0.0249
H 1.4711 3.3974 1.0685
H 0.9849 -1.7893 -2.3985

Forces on atoms 1 to 3 (eV/Å):
0.2 0.2 -0.4
0.4 0.5 0.2
0.5 -0.6 0.6

For the HOMO-LUMO gap, the calculation gives 7.976 eV. Its calculated total energy is -8299.134 eV. The value obtained for the HOMO energy is -7.4 eV. Its SMILES is C=CN.NCO. The energy above the lowest of the compared OMol25 structures with the same formula, charge and spin is 228.6 kJ/mol. As for the net charge: 0.

Formula: C3H10N2O
Source: the Open Molecules 2025 dataset
Level of theory: ωB97M-V/def2-TZVPD

Geometry (Å):
O 2.2023 -1.5249 1.1921
N -2.1048 0.8032 -1.4159
N 0.1209 -0.7262 2.0545
C -0.8534 1.0054 -2.0463
C -0.1966 2.1467 -1.9509
C 1.3727 -1.3860 2.3509
H 1.1821 -2.3790 2.7592
H 2.1443 -2.4266 0.8694
H -0.5485 2.8794 -1.2297
H -2.4869 -0.0835 -1.7287
H 1.9690 -0.7643 3.0109
H -2.8453 1.4495 -1.6651
H 0.3735 -0.1138 1.2806
H -0.5591 0.2316 -2.7498
H 0.7876 2.2518 -2.3854
H -0.5575 -1.3632 1.6540

Forces on atoms 1 to 3 (eV/Å):
0.1 -0.2 -0.1
-0.5 -1.1 -0.4
0.4 0.1 -0.4

For the HOMO-LUMO gap, the calculation gives 9.625 eV. Its calculated total energy is -8299.603 eV. The value obtained for the HOMO energy is -8.8 eV. Its SMILES is C=CN.NCO. The energy above the lowest of the compared OMol25 structures with the same formula, charge and spin is 183.4 kJ/mol. As for the net charge: 0.

Formula: C3H10N2O
Source: the Open Molecules 2025 dataset
Level of theory: ωB97M-V/def2-TZVPD

Geometry (Å):
O -1.1467 1.7230 1.5743
N 0.7940 -1.5191 -1.2265
N 2.1289 -1.3306 -3.1656
C 1.5049 -2.2246 -2.2584
C -2.6407 1.9341 3.3499
C -1.5865 2.3751 2.6955
H -3.1793 1.0021 3.2407
H -3.1364 2.5718 4.0326
H 2.2497 -2.9904 -1.8917
H 0.6940 -1.9457 -0.3206
H -1.1166 3.3509 2.9646
H 0.7354 -2.9528 -2.7651
H 0.4828 -0.5862 -1.4136
H -0.2066 2.0057 1.4915
H 2.9131 -0.8058 -2.8055
H 1.5101 -0.6074 -3.5023

Forces on atoms 1 to 3 (eV/Å):
1.9 0.7 0.4
0.5 -0.6 0.8
0.4 0.4 -1.3

For the HOMO-LUMO gap, the calculation gives 9.207 eV. Its calculated total energy is -8298.998 eV. The value obtained for the HOMO energy is -8.5 eV. Its SMILES is C=CO.NCN. The energy above the lowest of the compared OMol25 structures with the same formula, charge and spin is 241.8 kJ/mol. As for the net charge: 0.

Formula: C3H10N2O
Source: the Open Molecules 2025 dataset
Level of theory: ωB97M-V/def2-TZVPD

Geometry (Å):
O 1.8186 -1.2734 1.9960
N 1.6805 1.0196 -0.0716
N -1.2416 -0.0923 -1.2126
C 0.6075 -1.2359 2.0052
C -2.0972 0.2813 -0.3660
C -1.0071 0.9909 -2.2872
H 2.0337 0.4134 -0.8429
H -1.5220 1.9012 -1.9322
H -1.2841 0.6984 -3.3166
H 0.1381 -1.4316 2.9544
H 1.9399 0.4080 0.7749
H -3.1791 0.5257 -0.5657
H -1.9919 0.0639 0.7521
H 0.6401 1.1531 0.1933
H 0.0777 -0.8416 1.1064
H 0.0738 1.0157 -2.3708

Forces on atoms 1 to 3 (eV/Å):
-0.4 -0.3 -0.2
-0.3 -1.2 3.1
1.4 2.5 0.1

For the HOMO-LUMO gap, the calculation gives 9.416 eV. Its calculated total energy is -8297.003 eV. The value obtained for the HOMO energy is -9.1 eV. Its SMILES is C=NC.C=O.N. The energy above the lowest of the compared OMol25 structures with the same formula, charge and spin is 434.3 kJ/mol. As for the net charge: 0.